(1)
72
Properties=species:S:1:pos:R:3 method="wB97M-V/def2-TZVPD" total_charge=+2 relative_energy_ev=0.053 orbital_gap_ha="0.1866 / 0.1954" homo_ev="-13.8 / -13.9"
C 1.03416 2.53814 -0.18438
H 1.37364 2.95519 0.77152
H 1.71183 2.47421 -1.04015
H 1.93183 1.33236 0.14046
C -0.25353 3.17492 -0.64105
H -0.90112 2.54074 -1.22457
H -0.94443 3.43812 0.15064
C -0.02517 4.42306 -1.46342
H -0.93478 4.96627 -1.74312
H 0.60655 5.09699 -0.89917
H 0.54138 4.20598 -2.36739
C -0.82801 -2.22482 -1.13061
C -1.22701 -1.18491 -2.02597
C -0.05021 -0.60648 -2.57388
C 1.08620 -1.27393 -2.03065
C 0.59227 -2.29331 -1.14318
C 1.42146 -3.19482 -0.29479
C 2.52324 -0.86450 -2.17616
C -0.00001 0.59905 -3.47633
C -2.63415 -0.68316 -2.19214
C -1.72215 -3.01053 -0.23192
Tl 0.45714 0.15930 0.37286
H 3.10691 -1.12186 -1.27660
H 2.96036 -1.37414 -3.06400
H 2.61203 0.23431 -2.31904
H 2.43923 -2.77625 -0.11943
H 0.95514 -3.34098 0.70605
H 1.53715 -4.20633 -0.75508
H -2.67019 -2.45813 -0.05252
H -1.96958 -3.99830 -0.68205
H -1.23850 -3.17317 0.75309
H -2.64131 0.35443 -2.57795
H -3.17422 -1.33405 -2.90736
H -3.17357 -0.69930 -1.22799
H 0.81396 1.30401 -3.18667
H 0.18717 0.28246 -4.52732
H -0.95099 1.17090 -3.44523
O -0.88313 -0.40452 2.23416
P -0.69812 -0.47618 3.76922
C -2.15343 -1.43246 4.31314
C -2.34022 -1.77922 5.65763
C -3.50192 -2.46613 6.00514
C -4.45377 -2.80125 5.03735
C -4.24080 -2.45468 3.69552
C -3.08822 -1.77266 3.32299
C 0.86616 -1.33365 4.13411
C 1.20219 -1.55130 5.48226
C 2.41068 -2.17742 5.76414
C 3.28036 -2.55245 4.73776
C 2.95487 -2.28324 3.39925
C 1.74261 -1.67643 3.09629
C -0.58081 1.20411 4.43129
C 0.60273 1.69285 5.00149
C 0.53887 2.94031 5.60308
C -0.64731 3.68362 5.56339
C -1.78034 3.20462 4.89534
C -1.75340 1.95292 4.30593
H -1.60739 -1.53575 6.42673
H -3.66604 -2.73832 7.04068
H -5.36188 -3.34104 5.33235
H -4.98133 -2.72218 2.94950
H -2.90516 -1.49679 2.28317
H 0.52516 -1.21621 6.27926
H 2.67398 -2.37556 6.77755
H 4.23528 -3.04273 4.95161
H 3.60779 -2.54468 2.56699
H 1.48087 -1.46037 2.05976
H 1.50747 1.08230 5.01495
H 1.42371 3.31536 6.09389
H -0.67595 4.66490 6.04355
H -2.67975 3.79726 4.82775
H -2.62774 1.54155 3.80219

(2)
82
Properties=species:S:1:pos:R:3 method="wB97M-V/def2-TZVPD" total_charge=-1 orbital_gap_ha=0.1586 homo_ev=-2.0
Ca 0.45232 0.67787 -0.46089
C -2.62513 -0.81350 -2.27231
C -2.18123 0.00390 -3.48449
C -1.97730 1.47763 -3.23075
C -2.93160 2.38750 -3.67286
C -2.71052 3.74541 -3.49454
C -1.52719 4.14723 -2.90374
C -0.62428 3.17645 -2.48571
N -0.85373 1.86585 -2.62003
N -1.62150 -1.12188 -1.24675
C -2.31709 -1.36324 0.00949
C -2.75622 -0.07012 0.65876
C -3.56891 -0.07974 1.79022
C -3.95522 1.12411 2.34539
C -3.54153 2.30771 1.74611
C -2.72510 2.22125 0.63576
N -2.32690 1.06186 0.10652
C -0.76335 -2.24192 -1.62281
C 0.21312 -1.87226 -2.71427
C 0.48410 -2.70299 -3.78934
C 1.43851 -2.29640 -4.71454
C 2.08729 -1.08882 -4.52881
C 1.75512 -0.31535 -3.42055
N 0.83058 -0.70516 -2.54953
H -3.05975 -1.76217 -2.63396
H -3.43196 -0.26276 -1.78748
H -2.97198 -0.10218 -4.23234
H -1.27594 -0.40537 -3.92864
H -3.82960 2.02801 -4.16015
H -3.44318 4.47055 -3.82913
H -1.28545 5.19260 -2.76314
H 0.33371 3.41674 -2.01162
H -1.65923 -1.88098 0.71120
H -3.19582 -2.01774 -0.13118
H -3.86752 -1.02441 2.22671
H -4.56571 1.14454 3.23946
H -3.82014 3.27331 2.14563
H -2.35157 3.11518 0.14642
H -1.34964 -3.12697 -1.92245
H -0.16469 -2.49521 -0.74138
H -0.04638 -3.64072 -3.90061
H 1.67071 -2.92159 -5.56858
H 2.84490 -0.74099 -5.21776
H 2.22855 0.63949 -3.19268
C 3.38841 -2.22413 3.05566
N 2.93822 -3.19520 1.98650
C 3.88764 -2.95631 0.76080
N 3.86966 -1.65516 0.29773
C 4.17483 -0.72558 1.37017
N 3.35899 -0.90030 2.57631
C 1.99955 -0.35503 2.53401
P 0.56402 -1.42724 1.91316
C 1.46735 -3.08925 1.67929
C 2.63041 -1.28210 -0.49527
H 4.40742 -2.52841 3.31819
H 2.72783 -2.34413 3.91714
H 3.12915 -4.14179 2.30988
H 3.55124 -3.66053 -0.00214
H 4.86742 -3.24613 1.16500
H 4.04051 0.28994 0.99628
H 5.22081 -0.87636 1.67274
H 2.04911 0.55036 1.92323
H 1.71850 -0.05209 3.55023
H 1.34506 -3.44572 0.65577
H 0.95742 -3.76297 2.36874
H 2.95628 -0.39683 -1.05648
H 2.56601 -2.09104 -1.24898
C -0.50600 -1.81837 3.20397
H -1.54835 -1.53816 3.10332
H -0.26740 -2.38644 4.10255
Se 2.43093 2.54460 -0.85867
Cl -1.47890 2.04993 5.61482
C -0.76498 2.60828 4.12440
C -0.42801 3.93794 3.97029
C 0.13189 4.31715 2.76140
C 0.31859 3.36552 1.76920
N -0.03438 2.08297 1.92813
C -0.55207 1.70442 3.09580
H -0.59160 4.64306 4.77514
H 0.44029 5.33909 2.58542
H 0.81876 3.58802 0.82226
H -0.79815 0.65327 3.22541

(3)
89
Properties=species:S:1:pos:R:3 method="wB97M-V/def2-TZVPD" total_charge=+1 relative_energy_ev=0.000 orbital_gap_ha=0.2694 homo_ev=-9.9
Cd 19.52887 -14.86214 -8.93832
N 18.17587 -13.65216 -7.10435
C 19.04088 -13.14316 -6.02239
C 18.37993 -12.00404 -5.18023
C 18.37918 -12.35305 -3.67398
C 19.69187 -12.17035 -2.90387
N 20.73233 -13.05173 -3.39586
C 20.93115 -14.28686 -2.96764
N 20.19512 -14.83246 -1.98217
N 21.97427 -14.99037 -3.43627
C 20.40201 -12.77665 -6.72085
O 21.36839 -12.53850 -5.95675
O 20.46652 -12.80705 -7.98865
H 17.93636 -12.89178 -7.75220
H 17.26743 -14.00156 -6.75045
H 19.25427 -13.98629 -5.35207
H 17.34374 -11.85330 -5.55473
H 18.92260 -11.03514 -5.34506
H 18.06145 -13.41864 -3.55172
H 17.61990 -11.72964 -3.16336
H 19.53819 -12.39307 -1.82470
H 20.11330 -11.17285 -2.98756
H 21.12044 -12.78775 -4.33215
H 19.43508 -14.33402 -1.50613
H 20.38647 -15.78142 -1.65558
H 22.43341 -14.62636 -4.27277
H 21.87505 -16.00502 -3.41302
C 27.16806 -14.34432 -4.35162
C 25.97831 -14.95408 -5.05954
C 25.78801 -16.33854 -5.05597
C 24.67113 -16.91181 -5.64157
C 23.75355 -16.07169 -6.28055
C 23.98171 -14.69017 -6.35161
C 25.09288 -14.12663 -5.75822
S 22.28367 -16.76160 -6.95767
O 21.16269 -16.65350 -6.01161
O 22.62861 -18.13442 -7.30743
N 21.87398 -15.86370 -8.23695
C 22.56135 -15.67326 -9.39027
C 23.85826 -16.14866 -9.73326
C 24.33466 -15.89282 -11.01363
C 23.52688 -15.20071 -11.94681
C 22.28024 -14.76242 -11.50754
N 21.83825 -14.93068 -10.26637
H 28.14758 -14.60850 -4.83469
H 27.19441 -14.70620 -3.29297
H 27.10016 -13.24702 -4.34527
H 26.54110 -16.94625 -4.58807
H 24.49261 -17.97564 -5.66021
H 23.28749 -14.04382 -6.87076
H 25.26037 -13.04699 -5.79029
H 24.37169 -16.76663 -9.01064
H 25.30046 -16.28125 -11.30423
H 23.85238 -14.98746 -12.95267
H 21.58831 -14.24054 -12.16181
N 18.72247 -17.03870 -7.36236
N 19.52356 -18.12151 -7.82585
C 19.83532 -18.23206 -9.13892
N 20.71339 -19.19182 -9.46911
S 18.98621 -17.27471 -10.31997
H 19.17495 -16.71343 -6.48816
H 17.76342 -17.35089 -7.20620
H 20.19908 -18.50907 -7.14556
H 21.39397 -19.49296 -8.75661
H 20.99539 -19.32749 -10.42324
N 13.25884 -13.40473 -12.84755
C 11.87445 -13.55817 -12.91799
C 10.94276 -13.15548 -13.83769
C 9.63027 -13.58290 -13.59135
C 9.30958 -14.35655 -12.46674
C 10.24637 -14.74200 -11.52422
C 11.55552 -14.36522 -11.75678
N 12.71090 -14.61955 -11.08079
C 13.72134 -14.03254 -11.70303
C 15.08814 -14.08941 -11.21883
C 16.14887 -13.37825 -11.81250
C 17.39339 -13.44918 -11.23845
N 17.59590 -14.20002 -10.11983
C 16.58851 -14.91175 -9.60640
C 15.31495 -14.86935 -10.09113
H 13.81320 -12.84474 -13.52291
H 11.20592 -12.60074 -14.73732
H 8.78727 -13.29545 -14.21978
H 8.27169 -14.67118 -12.38088
H 9.99715 -15.32054 -10.64356
H 15.99208 -12.78297 -12.70090
H 18.20369 -12.89170 -11.66313
H 16.80727 -15.58108 -8.77286
H 14.50764 -15.43694 -9.64344

(4)
85
Properties=species:S:1:pos:R:3 method="wB97M-V/def2-TZVPD" total_charge=+2 relative_energy_ev=0.111 multiplicity=2 orbital_gap_ha="0.1934 / 0.2034" homo_ev="-12.2 / -12.2"
Cr 0.31503 -0.37229 0.31583
N -2.96554 -4.71370 -6.00176
C -2.39710 -3.72771 -5.26735
C -1.16512 -3.16918 -5.65073
C -0.59316 -2.16157 -4.91079
C -1.24509 -1.68222 -3.77744
C -2.46612 -2.22566 -3.37885
C -3.03450 -3.24062 -4.10944
S -0.54976 -0.39467 -2.86183
O 0.60179 0.13625 -3.53140
O -1.57826 0.50510 -2.41975
N 0.00654 -1.10324 -1.42495
C 1.12968 -1.90851 -1.46490
N 1.70530 -1.86745 -0.24737
C 2.82278 -2.56801 -0.06355
C 3.35475 -3.31300 -1.09479
C 2.68005 -3.28254 -2.31026
N 1.56368 -2.58529 -2.50728
H -2.52481 -5.05840 -6.83436
H -3.84650 -5.11520 -5.74001
H -0.66820 -3.53538 -6.53998
H 0.35595 -1.73439 -5.20147
H -2.97524 -1.83466 -2.50662
H -3.98631 -3.66013 -3.80950
H 3.28478 -2.52285 0.91431
H 4.25778 -3.88895 -0.96435
H 3.05140 -3.83868 -3.16297
C 0.34665 -5.18268 3.34566
C 1.17216 -4.06795 3.27814
C 0.76121 -2.94778 2.57600
C -0.48812 -2.94565 1.96611
C -1.32464 -4.05627 2.03271
C -0.89458 -5.17687 2.71920
N -0.88927 -1.75244 1.29528
N -2.11499 -1.58545 1.16225
C -2.48600 -0.33442 0.62401
C -3.83298 -0.06799 0.49550
C -4.21030 1.20500 0.08788
C -3.22819 2.14516 -0.16073
C -1.89612 1.77883 -0.03789
N -1.52389 0.56281 0.34765
H 0.67116 -6.06077 3.88745
H 2.13512 -4.07503 3.77079
H 1.39251 -2.07070 2.51983
H -2.28602 -4.03918 1.54011
H -1.52857 -6.05137 2.76707
H -4.55034 -0.84143 0.72862
H -5.25626 1.45538 -0.02459
H -3.47897 3.14689 -0.47838
H -1.10004 2.46726 -0.28294
C -0.01948 4.30949 -3.06510
C 1.43878 4.33767 -2.63527
N 1.83411 3.07969 -1.98409
C 1.60219 2.61441 -0.77124
S 2.05754 0.94463 -0.53943
N 1.05584 3.28945 0.24344
C 0.88670 4.73884 0.43591
C 2.20374 5.45689 0.68305
H -0.27030 5.23104 -3.58927
H -0.68783 4.21208 -2.20670
H -0.20967 3.46971 -3.73333
H 1.66206 5.17802 -1.98602
H 2.09135 4.43732 -3.50039
H 2.13450 2.35119 -2.62114
H 1.05681 2.74613 1.09302
H 0.23263 4.84315 1.30157
H 0.34076 5.15819 -0.40473
H 2.67879 5.09606 1.59559
H 2.03020 6.52692 0.79274
H 2.90552 5.30779 -0.13790
C 0.56270 0.46509 5.63641
C 0.94387 1.52679 4.59323
C 0.01107 2.74391 4.68561
C 2.41336 1.94689 4.74450
C 0.77357 0.92956 3.25958
N 0.64702 0.45550 2.22275
H 0.65398 0.91028 6.62670
H 1.22775 -0.39664 5.58599
H -0.46527 0.12815 5.50533
H 0.15410 3.21450 5.65773
H -1.03509 2.45247 4.59652
H 0.24160 3.48289 3.91660
H 2.54755 2.37450 5.73754
H 2.69206 2.70084 4.00756
H 3.08411 1.09425 4.64511

(5)
81
Properties=species:S:1:pos:R:3 method="wB97M-V/def2-TZVPD" total_charge=+1 relative_energy_ev=0.167 orbital_gap_ha=0.2600 homo_ev=-9.3
In 0.18040 -1.57061 0.08566
C 0.33461 -1.55621 -4.08161
N -0.05075 -0.65555 -3.03470
C -1.47892 -0.67164 -2.80645
C 0.80055 0.12682 -2.36479
N 0.54756 0.37984 -1.03243
C 0.65831 1.65665 -0.47453
C 0.44235 2.78863 -1.24066
C 0.37827 4.08665 -0.66193
C 0.66539 4.29572 0.64055
C 0.95058 3.15540 1.47335
C 1.29096 3.41857 2.81097
C 1.67755 2.42276 3.64334
C 1.68558 1.11025 3.15739
C 1.39032 0.78085 1.85035
N 1.42988 -0.58794 1.49528
C 2.41252 -1.36574 1.94444
N 3.70905 -0.98287 1.94158
C 4.18956 0.12341 1.08799
C 4.68777 -1.51803 2.91158
N 2.12709 -2.63009 2.34234
C 2.98445 -3.74969 1.97666
C 0.89081 -2.85964 2.97871
C 1.00233 1.84656 0.93240
N 1.97477 0.46443 -2.95521
C 3.12191 0.79404 -2.10702
C 2.07724 0.76935 -4.40605
H 0.20848 -1.12426 -5.07596
H -0.13375 -2.53589 -3.90805
H 1.37850 -1.75086 -3.96309
H -1.95110 -1.17444 -3.64717
H -1.86226 0.29167 -2.67593
H -1.73533 -1.25865 -1.86546
H 0.11787 2.67504 -2.27788
H 0.27771 4.92263 -1.31616
H 0.83551 5.31287 1.07771
H 1.21334 4.44440 3.08507
H 1.86390 2.59633 4.67569
H 1.85125 0.24181 3.78542
H 4.37218 0.97104 1.63526
H 3.44423 0.38679 0.31602
H 5.08777 -0.19667 0.54045
H 4.11524 -1.88978 3.71537
H 5.27645 -0.65814 3.19626
H 5.33526 -2.24493 2.43963
H 3.48519 -3.49801 1.05011
H 2.30553 -4.57790 1.70756
H 3.76285 -3.94135 2.73288
H 0.36768 -1.93910 3.06612
H 1.16083 -3.33684 3.97287
H 0.18140 -3.54419 2.47404
H 3.09234 1.83687 -1.77857
H 3.98850 0.74456 -2.75497
H 3.10725 0.07253 -1.32793
H 1.12200 0.56665 -4.88982
H 2.79832 0.16031 -4.91584
H 2.46627 1.78899 -4.46478
C -3.61272 -1.01060 2.64108
C -2.39302 -1.41579 2.11669
N -1.69834 -0.70240 1.24912
C -2.16511 0.46046 0.79478
C -3.40544 0.85900 1.21323
C -4.12815 0.18376 2.19449
C -4.00147 2.05300 0.52800
C -4.72068 1.87821 -0.60174
C -5.00800 0.62616 -1.27740
C -6.19245 0.50614 -2.01254
C -6.48203 -0.75734 -2.49531
N -5.66046 -1.80975 -2.31144
C -4.51421 -1.53270 -1.70298
N -4.11882 -0.36322 -1.20906
H -4.21052 -1.63167 3.31481
H -1.99947 -2.37494 2.30052
H -1.61176 0.99340 0.04994
H -5.09849 0.51532 2.52322
H -3.83017 3.07045 0.83798
H -5.24295 2.74159 -0.98465
H -6.82211 1.32787 -2.13102
H -7.41349 -0.85744 -3.04534
H -3.83494 -2.40005 -1.52228
Te 0.55126 -3.77286 -1.18613

(6)
81
Properties=species:S:1:pos:R:3 method="wB97M-V/def2-TZVPD" relative_energy_ev=5.030 multiplicity=2 orbital_gap_ha="0.2021 / 0.2247" homo_ev="-6.4 / -7.0"
Ir 0.05770 0.03360 0.20300
C -2.81900 4.64650 -0.92850
S -1.33810 4.85250 0.10350
C -0.59780 3.27040 0.02020
S -1.31430 1.97550 -0.88400
N 0.51890 3.16140 0.66060
N 1.15130 2.01640 0.63030
C 2.32540 1.89750 1.24410
C 3.04630 0.72800 1.01090
C 4.33120 0.48440 1.55410
C 5.01840 -0.63540 1.18570
C 4.44680 -1.49890 0.23400
C 3.18980 -1.20490 -0.25120
N 2.46250 -0.17750 0.15650
H -3.52540 5.40480 -0.60700
H -3.21840 3.64960 -0.76480
H -2.56230 4.78420 -1.97640
H 2.71620 2.71060 1.84320
H 4.73930 1.19920 2.24990
H 5.99440 -0.84870 1.59280
H 4.98500 -2.36090 -0.12560
H 2.74040 -1.83780 -1.00550
C 1.71360 -2.62590 2.50860
C 1.25610 -3.05440 1.16690
N 0.57400 -2.33460 0.30750
C 0.36460 -3.12000 -0.78730
C 0.93590 -4.33890 -0.58660
N 1.49640 -4.28810 0.66160
H 1.73750 -1.54090 2.53250
H 2.70920 -3.01220 2.71760
H 1.03360 -2.99320 3.27860
H -0.20490 -2.76280 -1.61950
H 0.97000 -5.21760 -1.19590
H 2.01010 -5.02640 1.11440
C 0.62260 0.34680 4.31660
O 0.38270 0.80060 2.98360
C -0.58670 0.35880 2.20260
C -1.60980 -0.57510 2.76480
H 0.59000 -0.73940 4.39230
H -0.10430 0.78770 5.00460
H 1.62260 0.69880 4.56590
H -1.71740 -0.48640 3.84690
H -1.32920 -1.59990 2.52230
H -2.57000 -0.39880 2.28580
C -4.95630 -1.41890 -3.26020
C -3.51770 -1.20120 -2.80670
C -2.59340 -2.16540 -3.54510
C -3.11550 0.23160 -3.12150
Si -3.25330 -1.51370 -0.86480
O -1.81240 -1.07160 -0.46400
C -3.55100 -3.37870 -0.55150
C -2.59850 -4.10830 0.14830
C -2.74660 -5.46290 0.38150
C -3.88100 -6.12110 -0.06090
C -4.86580 -5.40410 -0.72020
C -4.69700 -4.05220 -0.95990
C -4.62070 -0.63200 0.14210
C -4.60950 0.74890 0.28640
C -5.54380 1.40360 1.06930
C -6.51660 0.67620 1.73620
C -6.53010 -0.70270 1.62430
C -5.59170 -1.34650 0.83760
H -5.06870 -1.08580 -4.29440
H -5.65800 -0.85140 -2.65100
H -5.22850 -2.47050 -3.22820
H -2.69000 -2.03850 -4.62600
H -2.83050 -3.19990 -3.30030
H -1.55560 -1.98090 -3.27600
H -3.16830 0.41180 -4.19690
H -2.10130 0.43330 -2.79280
H -3.77650 0.93970 -2.62990
H -1.72890 -3.58820 0.51570
H -1.97580 -6.01100 0.90990
H -4.00520 -7.18110 0.11090
H -5.76850 -5.89960 -1.05090
H -5.48600 -3.51280 -1.46230
H -3.83770 1.31320 -0.21370
H -5.51740 2.48000 1.16450
H -7.25090 1.17910 2.34870
H -7.27360 -1.28190 2.15450
H -5.60990 -2.42330 0.77200